(1)
Here is C11H14BF4N4O6Sr as an isolated structure in a non-equilibrium geometry from the OMol25 dataset. Energies are from ωB97M-V/def2-TZVPD.

Computed properties:
- ΔE to the lowest compared entry with this formula, charge and spin (kcal/mol) = 2.3
- spin multiplicity = 1
- HOMO energy (eV) = -5.98
- charge = -1
- E_tot (Eh) = -1553.657810
- gap between HOMO and LUMO (eV) = 8.8

Cartesian coordinates (Å):
1 C -0.110 -3.217 -0.337
2 H -1.648 -3.809 2.337
3 O 0.905 -3.221 -1.002
4 C 3.694 0.191 -0.737
5 O 1.276 2.391 -2.081
6 C -2.577 1.931 -1.760
7 C -1.920 -2.446 0.722
8 F 0.191 2.137 3.230
9 H -2.705 -4.403 1.073
10 H -0.715 3.964 -2.939
11 H -0.745 2.762 -1.133
12 F -1.981 2.499 4.000
13 H 4.539 -1.582 0.900
14 H 3.186 -1.473 2.041
15 C 3.454 -1.567 0.994
16 C 1.641 -0.044 0.434
17 O -3.246 1.947 -2.899
18 H 4.709 -0.172 -0.827
19 N -1.638 4.062 -2.527
20 O -2.757 -1.616 1.153
21 C 3.193 1.161 -1.506
22 F -1.549 2.305 1.722
23 H -1.733 5.019 -2.223
24 H 0.262 -4.708 1.140
25 N -0.993 -2.138 -0.225
26 N 2.953 -0.418 0.243
27 O -2.632 0.993 -0.992
28 F -1.378 0.437 3.081
29 C 1.793 1.550 -1.336
30 H -3.017 2.816 -3.301
31 B -1.160 1.878 3.071
32 O 1.006 -0.627 1.363
33 H -2.196 3.559 -0.523
34 H -0.789 -5.226 -0.167
35 H 3.790 1.642 -2.265
36 C -0.567 -4.396 0.504
37 Sr -1.125 0.147 0.700
38 C -1.729 3.130 -1.412
39 H 3.039 -2.493 0.602
40 C -1.778 -3.860 1.257
41 N 1.056 0.893 -0.373

(2)
Here is one molecule with the formula C5H5NO2 in a non-equilibrium geometry from the OMol25 dataset. Energies are from ωB97M-V/def2-TZVPD.

Computed properties:
- ΔE to the lowest compared entry with this formula, charge and spin (kcal/mol) = 44.4
- spin multiplicity = 3
- HOMO energy (alpha / beta) (eV) = -6.87 / -9.60
- E_tot (Eh) = -398.508256
- gap between HOMO and LUMO (alpha / beta) (eV) = 7.5 / 8.8

Cartesian coordinates (Å):
1 C -1.193 0.592 0.990
2 H -0.599 2.204 -1.636
3 C 1.286 -0.974 -1.501
4 H -2.054 1.248 1.075
5 N 1.487 -0.614 -0.065
6 C 0.407 -0.210 -0.626
7 C -0.571 0.024 2.082
8 C -0.742 0.618 -0.312
9 H 1.650 -0.362 -2.228
10 H 0.936 -2.021 -1.863
11 H 0.584 -0.989 3.060
12 O 0.041 -1.068 2.236
13 O -1.231 1.550 -1.211

(3)
Here is C10H20LaN2PS as an isolated structure in a non-equilibrium geometry from the OMol25 dataset. Energies are from ωB97M-V/def2-TZVPD.

Computed properties:
- ΔE to the lowest compared entry with this formula, charge and spin (kcal/mol) = 28.7
- spin multiplicity = 1
- HOMO energy (alpha / beta) (eV) = -5.25 / -5.09
- E_tot (Eh) = -1273.385180
- gap between HOMO and LUMO (alpha / beta) (eV) = 4.1 / 4.2

Cartesian coordinates (Å):
1 C -2.866 0.519 1.398
2 C 2.962 0.771 -2.427
3 H 1.045 -2.372 2.079
4 H 0.857 4.570 -0.162
5 C 2.727 -1.376 -3.207
6 C 0.765 -1.353 2.385
7 C -1.571 -1.364 3.185
8 C 3.517 -0.544 -2.355
9 H 1.261 -0.880 -4.831
10 H -1.732 -0.463 3.795
11 H 4.330 -0.870 -1.707
12 C 1.891 -0.551 -4.005
13 H -3.562 0.248 -1.029
14 H -1.998 -0.430 -1.686
15 H 1.346 1.625 -3.764
16 H 1.422 -0.638 1.870
17 H 2.420 3.702 1.020
18 H 2.832 -2.451 -3.302
19 C -2.798 -0.530 -0.907
20 C 1.943 0.765 -3.457
21 La -0.619 1.047 -0.382
22 H -2.531 -1.751 2.822
23 H -3.235 -1.524 -1.072
24 H 0.900 -1.245 3.467
25 C -1.042 -1.094 0.792
26 S 0.032 -1.464 -0.498
27 P 1.063 3.423 0.683
28 H -3.408 1.261 0.796
29 H -2.086 1.020 2.000
30 N -0.639 -1.061 2.086
31 H -3.580 0.004 2.053
32 H 3.249 1.628 -1.821
33 H 0.465 3.966 1.873
34 H -1.109 -2.122 3.831
35 N -2.252 -0.465 0.479

Question: Look up the ΔE to the lowest compared entry with this formula, charge and spin of the second one.
Answer: 44.4 kcal/mol

Question: The highest spin multiplicity belongs to which entry?
Answer: C5H5NO2

Question: Look up the spin multiplicity of the third one.
Answer: 1